(1)
A structure of composition C18H24N7O7RuS2, computed with the ωB97M-V functional and the def2-TZVPD basis.

Each line ends with the Mulliken charge.
CARTESIAN COORDINATES (ANGSTROEM)
Ru 0.413695 -1.196632 -0.391308  1.137
O 0.541736 -0.088387 1.893249  -0.332
C 0.760560 -1.093589 2.883059  -0.706
C 1.912233 -1.974924 2.494551  -1.085
N 1.667503 -2.615105 1.193019  1.102
C 2.913761 -2.757912 0.435204  -0.853
C 3.351695 -1.423451 -0.148700  0.468
O 4.437290 -1.364312 -0.705372  -0.740
O 2.493211 -0.445907 -0.007913  -0.653
C 0.943708 -3.883862 1.323244  -0.709
C 0.265721 -4.270376 0.020529  0.206
O -0.013422 -5.441824 -0.158548  -0.710
O 0.005666 -3.275331 -0.782109  -0.632
H 1.396337 0.280247 1.628576  0.403
H -0.166479 -1.661021 2.945820  0.303
H 0.951566 -0.645453 3.855605  0.398
H 2.088546 -2.723472 3.269724  0.396
H 2.809190 -1.361801 2.416896  0.442
H 2.766339 -3.450999 -0.391962  0.371
H 3.722364 -3.145428 1.056694  0.349
H 0.158840 -3.772727 2.072758  0.418
H 1.598507 -4.702889 1.627439  0.323
N -3.556978 6.026462 1.916335  -0.526
C -3.022979 4.980190 1.186571  1.103
C -3.837073 4.221474 0.339548  -0.770
C -3.299348 3.213256 -0.433727  -0.368
C -1.935237 2.949300 -0.365254  -0.348
C -1.109212 3.693888 0.473237  -0.326
C -1.652239 4.699876 1.247335  -0.827
S -1.239631 1.709402 -1.383905  1.196
O 0.148696 2.076365 -1.580540  -0.970
O -2.082710 1.517724 -2.524507  -0.742
N -1.150342 0.380185 -0.456364  -0.014
C -2.250709 -0.338878 -0.062112  0.337
N -1.877096 -1.532232 0.438166  0.231
C -2.831536 -2.366770 0.832642  0.070
C -4.165878 -2.022507 0.764986  -0.899
C -4.445381 -0.761858 0.257798  -0.259
N -3.510484 0.091907 -0.154834  -0.378
H -4.548949 6.047581 2.054828  0.209
H -3.009717 6.404580 2.665087  0.207
H -4.898930 4.441815 0.284275  0.276
H -3.917765 2.622471 -1.096050  0.454
H -0.047188 3.480015 0.503275  0.432
H -1.014136 5.292675 1.897235  0.267
H -2.509418 -3.333997 1.205376  0.375
H -4.943883 -2.700522 1.083862  0.399
H -5.472310 -0.416200 0.169259  0.413
C 4.733248 0.002393 -3.629568  -1.066
N 3.503255 -0.753217 -3.505183  -0.075
C 2.375215 -0.237631 -3.065368  0.503
N 2.277342 1.064103 -2.882957  -0.196
S 1.020854 -1.304883 -2.834946  -0.397
H 5.548811 -0.694237 -3.787517  0.338
H 4.937528 0.543832 -2.705266  0.340
H 4.686881 0.690968 -4.474226  0.344
H 3.545635 -1.754900 -3.518536  0.283
H 3.095737 1.649585 -2.926461  0.277
H 1.437362 1.432939 -2.462951  0.212

Atomic forces in eV per Å
Ru 0.366 -0.440 0.305
O -0.223 -0.097 0.111
C -0.134 0.192 -0.174
C 0.059 -0.146 -0.182
N -0.102 -0.112 0.149
C -0.205 -0.072 0.128
C 0.098 0.447 -0.174
O -0.292 0.212 0.155
O 0.125 -0.367 -0.388
C 0.288 0.282 -0.009
C -0.305 0.048 -0.415
O -0.031 0.359 -0.112
O 0.113 -0.251 0.178
H 0.154 0.053 0.009
H -0.102 0.005 -0.004
H -0.002 0.130 0.154
H 0.075 -0.124 0.082
H 0.077 0.006 -0.002
H -0.069 -0.046 -0.047
H 0.094 -0.111 0.054
H -0.004 0.018 0.066
H 0.039 -0.018 0.107
N 0.128 -0.068 -0.234
C -0.020 0.052 0.078
C -0.100 0.049 0.030
C 0.137 -0.018 -0.017
C -0.035 0.227 -0.028
C -0.131 -0.110 -0.029
C 0.040 0.072 0.058
S -0.229 -0.173 0.394
O -0.018 0.127 -0.016
O 0.029 0.018 -0.070
N -0.296 -0.413 -0.189
C 0.158 0.364 -0.032
N -0.104 -0.013 0.153
C 0.311 -0.031 -0.009
C -0.113 0.046 -0.009
C 0.080 0.174 -0.072
N -0.030 -0.173 0.022
H -0.102 -0.028 0.037
H 0.046 0.007 0.123
H 0.079 -0.020 -0.005
H 0.026 0.052 0.032
H -0.080 0.045 -0.001
H -0.060 -0.065 -0.068
H 0.008 0.016 -0.048
H 0.019 0.038 -0.027
H 0.074 -0.014 0.025
C 0.007 -0.033 0.033
N 0.440 -0.169 -0.140
C -0.526 0.252 0.117
N 0.534 -0.270 -0.215
S 0.137 -0.003 -0.090
H 0.032 -0.020 -0.033
H 0.034 -0.008 0.048
H -0.010 0.031 -0.016
H 0.015 -0.147 0.013
H -0.044 -0.032 0.010
H -0.454 0.271 0.183

Properties
- frontier orbital gap (alpha / beta) (eV) = 8.67 / 7.07
- relative energy (zero: lowest compared OMol25 entry of this formula, charge and spin) (kJ/mol) = 0.0
- spin multiplicity = 6

***

(2)
A cluster of 3 separate species, C18H25BrF2NO3P3 in total, computed with the ωB97M-V functional and the def2-TZVPD basis.

Each line ends with the Mulliken charge.
CARTESIAN COORDINATES (ANGSTROEM)
C 2.864618 1.337588 -2.448022  -0.898
C 3.091978 0.688076 -0.998122  -0.162
P 3.003101 1.897143 0.453071  0.002
C 2.294290 0.848832 1.891874  -0.182
C 2.812373 1.389027 3.309323  -1.072
C 1.811589 3.336651 0.138309  -0.361
O 0.496545 3.002236 0.672185  -0.229
C -0.391776 2.551924 -0.315982  0.403
O -0.102086 2.209365 -1.466524  -0.458
P -2.242325 2.424326 0.189134  0.241
N -2.846990 0.983119 -0.219678  -0.495
P 2.442739 4.789507 1.243974  0.244
O 4.127857 4.835157 0.866248  -0.454
Br 1.452003 6.729452 0.632098  -0.257
H 2.641706 2.446240 -2.450073  0.216
H 3.818881 1.171278 -3.060515  0.312
H 2.049557 0.713681 -2.959957  0.217
H 4.148871 0.242662 -0.999037  0.421
H 2.361396 -0.165767 -0.835352  0.068
H 1.147174 0.781467 1.844822  0.230
H 2.651590 -0.225769 1.691130  0.147
H 2.403359 2.427907 3.535730  0.268
H 3.941593 1.488120 3.231386  0.309
H 2.565127 0.620496 4.109205  0.353
H 1.810815 3.743302 -0.921823  0.470
H -3.015663 3.463820 -0.420981  0.091
H -2.319286 2.513040 1.624812  0.096
H -2.069988 0.494652 -0.696674  0.175
H 4.254092 5.347946 0.032758  0.312
F -9.074473 -1.574055 -1.594834  -0.316
C -7.880523 -1.333167 -1.025748  0.251
C -7.434776 -2.157948 -0.005874  -0.346
C -6.196913 -1.911474 0.579439  -0.447
C -5.424284 -0.837000 0.145420  -0.394
C -5.885304 -0.012309 -0.876847  -0.258
C -7.118160 -0.264801 -1.470054  -0.433
H -8.053324 -2.984297 0.324217  0.399
H -5.834862 -2.555434 1.373291  0.353
H -4.461737 -0.642591 0.604607  0.453
H -5.284649 0.825923 -1.210694  0.332
H -7.489086 0.361216 -2.273019  0.395
F 0.978279 -2.532654 0.875447  -0.344
C 1.940689 -3.305064 0.346402  0.323
C 2.935028 -3.810849 1.168038  -0.336
C 3.929007 -4.614652 0.620557  -0.405
C 3.922993 -4.894318 -0.743376  -0.457
C 2.921739 -4.376373 -1.559142  -0.409
C 1.921149 -3.581490 -1.010948  -0.340
H 2.927716 -3.575538 2.225820  0.421
H 4.707701 -5.022133 1.255482  0.363
H 4.701338 -5.517912 -1.170174  0.375
H 2.920592 -4.591671 -2.621879  0.366
H 1.128719 -3.176887 -1.629446  0.444

Atomic forces in eV per Å
C 0.470 -1.107 -0.319
C -0.302 -0.303 -0.806
P 1.236 -0.458 0.428
C -0.844 -0.191 -0.045
C 0.288 -0.311 -0.873
C 0.448 0.208 -0.524
O -1.636 0.251 -2.523
C 0.811 0.146 -1.351
O -0.484 1.072 3.314
P -0.735 -2.952 0.103
N 1.751 1.455 -0.131
P 1.697 -1.315 1.564
O -2.602 1.190 -1.067
Br 0.370 -0.574 -0.649
H 0.037 -1.434 0.002
H -1.356 0.384 0.817
H 1.018 1.397 0.627
H -1.550 0.680 0.394
H 0.824 1.000 -0.232
H 1.622 0.166 0.167
H -0.279 1.621 0.295
H 0.357 -1.485 -0.164
H -1.342 -0.125 0.250
H 0.187 1.201 -0.853
H -0.332 -1.030 0.990
H 0.783 0.237 0.581
H 0.232 0.913 -0.767
H -0.753 -0.054 0.131
H 0.193 -0.557 0.642
F -0.170 -0.039 -0.078
C 0.697 0.135 0.329
C -0.154 -0.167 0.033
C -0.079 0.302 -0.299
C 0.043 -0.119 0.159
C -0.176 -0.214 0.105
C -0.103 0.043 -0.081
H -0.004 0.043 -0.060
H -0.066 0.040 -0.061
H -0.098 0.068 -0.145
H 0.025 -0.145 0.059
H -0.031 -0.047 0.040
F -0.106 0.128 0.065
C 0.547 -0.448 -0.305
C -0.023 0.072 0.189
C -0.170 0.081 -0.278
C 0.052 -0.032 0.013
C 0.081 0.011 0.287
C -0.147 0.117 -0.091
H -0.046 -0.007 -0.051
H -0.080 0.062 -0.029
H -0.080 0.060 0.038
H -0.039 0.026 0.097
H 0.018 0.004 0.062

Properties
- frontier orbital gap (eV) = 8.20
- SMILES = CCP(CC)[C@@H](OC(=O)[PH2]=N)P(O)Br.Fc1ccccc1.Fc1ccccc1
- spin multiplicity = 1